<i>
Density functional theory data (wB97M-V/def2-TZVPD) for an isolated molecule of C5H7PS.

Values from the calculation:
- Structure (SMILES): CC1=C[P@@H](=S)C=C1
- LUMO level: 0.01 eV
- E_HOMO: -8.5891 eV
- Orbital gap: 8.60 eV

Each line ends with the natural charge from an NBO analysis.
Geometry (Å):
C: 0.49880 -1.12750 -0.03854  -0.240
C: 0.32660 -1.24803 1.28351  -0.432
C: -0.17076 1.12187 0.25781  -0.564
C: 0.10179 0.16020 -0.64068  0.021
C: -0.17069 0.34272 -2.10842  -0.627
P: -0.07402 0.49530 1.95649  1.028
S: -1.62153 0.48311 3.10662  -0.552
H: 0.71253 -2.09723 -0.67727  0.224
H: 0.42082 -2.15845 1.87367  0.241
H: -0.69050 2.09223 -0.08993  0.253
H: 0.87081 0.27481 -2.73707  0.224
H: -0.59060 1.37697 -2.39794  0.235
H: -0.74164 -0.48140 -2.33544  0.223
H: 1.12839 0.76540 2.54719  -0.033



<ii>
Density functional theory data (wB97M-V/def2-TZVPD) for a 2-piece molecular cluster, C5H7PS overall.

Values from the calculation:
- LUMO level (alpha / beta): -0.30 / -0.16 eV
- E_HOMO (alpha / beta): -8.9731 / -7.5970 eV
- Orbital gap (alpha / beta): 8.67 / 7.44 eV

Each line ends with the natural charge from an NBO analysis.
Geometry (Å):
C: 0.36297 -1.49365 0.52975  -0.225
C: -0.09747 -1.57314 -0.82763  -0.219
C: 1.12095 -0.38636 0.73875  -0.524
C: 0.17443 -0.51715 -1.69831  -0.503
C: -0.01724 1.89051 -0.16415  -0.723
P: 1.20070 0.64767 -0.68665  0.811
S: 0.43013 3.05055 0.96288  0.127
H: -0.11406 -2.26762 1.25831  0.237
H: -0.85055 -2.30951 -1.23928  0.224
H: 1.74543 -0.27103 1.62972  0.238
H: 0.13664 -0.52141 -2.84168  0.250
H: -1.80008 0.54027 0.55998  -0.046
H: -0.37431 2.33838 -1.06394  0.225
H: 1.20709 2.37560 1.91200  0.128



What should be chosen as the least stable of them? Choose <ii>.



<i>
Density functional theory data (wB97M-V/def2-TZVPD) for C21H29ClN4O6PS5SbTa as an isolated structure.

Values from the calculation:
- LUMO level: -3.36 eV
- Total charge: +1
- E_HOMO: -10.1730 eV
- Orbital gap: 6.81 eV

Each line ends with the natural charge from an NBO analysis.
Geometry (Å):
Ta: -13.35453 -5.56890 10.06955  0.992
C: -14.31078 -6.27463 15.84518  -0.622
C: -14.77748 -7.41639 14.93919  -0.074
O: -13.85694 -7.59311 13.91986  -0.812
P: -14.27384 -7.42913 12.41819  1.794
S: -12.71042 -7.88493 11.22856  -0.448
S: -14.91498 -5.55301 11.95073  -0.353
O: -15.50921 -8.35501 12.26457  -0.843
C: -15.49471 -9.78230 11.98958  -0.059
C: -14.73674 -10.65669 12.96481  -0.649
H: -15.03287 -6.11151 16.60066  0.217
H: -14.25327 -5.35116 15.28172  0.193
H: -13.34012 -6.37006 16.29732  0.225
H: -15.82472 -7.21238 14.56742  0.193
H: -14.82967 -8.33657 15.53152  0.199
H: -15.02962 -9.84666 10.96014  0.198
H: -16.54127 -10.05063 11.85737  0.210
H: -13.69448 -10.37320 12.91395  0.222
H: -14.91836 -11.73066 12.73638  0.244
H: -15.11985 -10.47595 13.99854  0.214
O: -7.39129 -5.23026 10.83743  -0.665
C: -7.61067 -5.72473 9.66474  0.784
O: -6.74337 -5.96328 8.90185  -0.556
C: -9.03003 -5.94927 9.24898  -0.259
C: -9.38881 -6.60738 8.08936  0.209
Cl: -8.43769 -7.41593 6.94973  0.159
N: -10.71248 -6.42688 7.93207  -0.169
N: -11.26787 -5.84613 9.04571  -0.315
C: -10.24014 -5.56589 9.82498  0.091
C: -10.60961 -4.94690 11.14777  0.803
O: -9.72129 -4.66761 11.98094  -0.623
O: -11.86682 -4.83737 11.33116  -0.742
C: -11.54921 -7.00220 6.81736  0.120
C: -11.66406 -8.36922 6.73362  -0.217
C: -12.42073 -8.93849 5.70802  -0.178
C: -12.97022 -8.12442 4.71378  -0.181
C: -12.84916 -6.74278 4.83038  -0.199
C: -12.14369 -6.16649 5.85389  -0.210
H: -8.18073 -4.86296 11.31412  0.516
H: -11.06441 -8.98899 7.39163  0.234
H: -12.63978 -9.98292 5.60075  0.228
H: -13.61173 -8.60761 4.02894  0.226
H: -13.24675 -6.09655 4.04231  0.230
H: -12.02911 -5.06434 5.93333  0.238
S: -17.54980 -4.28859 9.74456  -0.747
Sb: -16.01028 -4.65847 8.16667  1.062
S: -14.47220 -6.74920 8.47935  -0.434
S: -14.05570 -3.47988 9.37711  -0.433
C: -14.49756 0.24867 12.82903  -0.222
C: -14.93155 -0.83304 11.80939  -0.256
N: -14.84930 -2.11713 12.44469  -0.416
C: -15.66451 -2.10384 13.66014  -0.237
C: -14.95141 -1.21559 14.73865  -0.260
N: -13.88533 -0.51263 14.02265  -0.339
C: -12.82082 -1.44596 13.58628  -0.251
C: -13.48901 -2.47121 12.68077  -0.261
H: -15.33638 0.76212 13.35157  0.217
H: -13.75649 0.93937 12.54308  0.226
H: -14.37171 -0.80071 10.85750  0.244
H: -15.96161 -0.54235 11.52812  0.235
H: -15.82326 -3.09474 14.12933  0.234
H: -16.64277 -1.67757 13.46204  0.227
H: -14.53319 -1.78607 15.56871  0.227
H: -15.64961 -0.50491 15.17499  0.229
H: -13.44090 0.16721 14.66909  0.444
H: -12.31257 -1.88514 14.45559  0.236
H: -12.13624 -0.89282 13.01343  0.221
H: -13.44101 -3.50873 13.14271  0.244
H: -12.90860 -2.54627 11.77172  0.245



<ii>
Density functional theory data (wB97M-V/def2-TZVPD) for C21H29ClN4O6PS5SbTa as an isolated structure.

Values from the calculation:
- LUMO level: -3.16 eV
- Total charge: +1
- E_HOMO: -10.7743 eV
- Orbital gap: 7.61 eV

Each line ends with the natural charge from an NBO analysis.
Geometry (Å):
Ta: -0.34953 1.69889 2.36381  1.145
C: -0.57195 8.08737 1.26119  -0.633
C: -0.90515 6.80656 0.57422  -0.077
O: -1.24333 5.83695 1.58056  -0.816
P: -1.50442 4.34784 1.19375  1.771
S: -1.87322 3.51607 2.90022  -0.369
S: 0.06461 3.37923 0.29482  -0.440
O: -2.78368 4.35232 0.24958  -0.822
C: -3.77731 3.36638 0.19161  -0.063
C: -4.92657 3.90133 -0.66056  -0.633
H: -0.29075 8.84062 0.54314  0.232
H: 0.31357 7.92232 1.88523  0.220
H: -1.38009 8.39678 1.96662  0.228
H: -0.04411 6.38592 -0.00439  0.199
H: -1.82750 6.98321 -0.11290  0.194
H: -4.11047 3.07687 1.19487  0.196
H: -3.34671 2.44012 -0.20263  0.178
H: -5.50669 4.78191 -0.22485  0.228
H: -5.67035 3.15473 -0.76321  0.223
H: -4.67495 4.16092 -1.70083  0.221
O: 4.20256 -0.36093 4.61103  -0.682
C: 3.76562 -0.03309 3.37374  0.785
O: 3.98693 1.06109 2.91853  -0.546
C: 3.10696 -1.06983 2.56450  -0.269
C: 3.10259 -2.46719 2.78529  0.154
Cl: 3.90094 -3.41694 3.90504  0.122
N: 2.40471 -3.00744 1.70827  -0.179
N: 1.91632 -2.06859 0.90138  -0.215
C: 2.35609 -0.92693 1.39545  0.039
C: 1.81778 0.26849 0.62529  0.867
O: 1.61952 0.29800 -0.57065  -0.628
O: 1.34702 1.24627 1.48612  -0.787
C: 2.33158 -4.40611 1.30515  0.125
C: 3.56428 -5.11589 1.17799  -0.217
C: 3.52877 -6.46474 1.02898  -0.197
C: 2.33748 -7.13427 0.82459  -0.187
C: 1.12793 -6.38259 0.82377  -0.202
C: 1.11594 -5.05950 1.16355  -0.223
H: 3.81830 -1.13398 5.09805  0.508
H: 4.50068 -4.53071 1.06866  0.233
H: 4.48791 -7.00783 0.95755  0.229
H: 2.30934 -8.15508 0.70619  0.223
H: 0.08067 -6.75200 0.63985  0.228
H: 0.12980 -4.49428 1.37705  0.248
S: -0.04543 -2.63465 3.95317  -0.760
Sb: -1.51460 -0.97851 4.17829  1.088
S: -0.15877 1.17196 4.56889  -0.439
S: -1.68434 0.04500 1.69211  -0.481
C: -0.46175 -1.94904 -2.01508  -0.253
C: -1.84824 -2.10457 -2.80806  -0.264
N: -2.04430 -1.13463 -3.88378  -0.368
C: -1.70456 0.24673 -3.39303  -0.265
C: -0.27501 0.39623 -2.75876  -0.250
N: 0.36998 -0.94312 -2.75635  -0.353
C: 0.46570 -1.42952 -4.18203  -0.250
C: -0.97720 -1.46668 -4.82217  -0.257
H: 0.04827 -2.90988 -2.03589  0.241
H: -0.73275 -1.44400 -1.01565  0.252
H: -2.63690 -2.07547 -2.03971  0.221
H: -2.01263 -3.08886 -3.21313  0.219
H: -2.45219 0.39149 -2.61365  0.214
H: -1.90092 0.94091 -4.15978  0.224
H: -0.34864 0.79438 -1.70587  0.271
H: 0.40299 0.96320 -3.38371  0.221
H: 1.28055 -0.76819 -2.35198  0.478
H: 0.94607 -2.39921 -4.17136  0.228
H: 1.12703 -0.74161 -4.68983  0.227
H: -1.15715 -2.47838 -5.17192  0.221
H: -1.13634 -0.72583 -5.62633  0.225



What should be chosen as the least stable of them? Choose <ii>.